1.
DFT (ωB97M-V/def2-TZVPD) results for a 14-piece molecular cluster, C84H210N14O28 overall in a non-equilibrium geometry.

```
336
Properties=species:S:1:pos:R:3:lowdin_charge:R:1
C 11.061 1.509 3.522 -0.141
O 11.086 1.720 2.173 -0.193
C 9.878 1.641 1.501 -0.225
C 10.146 1.979 0.017 -0.180
N 8.948 1.823 -0.785 -0.067
C 8.540 0.477 -1.043 -0.246
C 7.349 0.499 -1.961 -0.260
O 6.389 1.224 -1.272 -0.213
C 5.265 1.607 -2.100 -0.072
H 12.099 1.759 3.847 0.106
H 10.770 0.465 3.796 0.099
H 10.347 2.173 4.023 0.063
H 9.094 2.331 1.937 0.128
H 9.536 0.605 1.533 0.115
H 10.923 1.278 -0.387 0.134
H 10.529 2.971 -0.165 0.110
H 8.101 2.381 -0.663 0.109
H 8.253 -0.163 -0.190 0.114
H 9.372 -0.105 -1.438 0.122
H 7.030 -0.523 -2.217 0.121
H 7.612 0.968 -2.938 0.139
H 5.075 0.759 -2.749 0.062
H 5.476 2.502 -2.717 0.101
H 4.372 1.722 -1.487 0.074
C 5.518 -2.300 -10.836 -0.120
O 4.712 -1.693 -9.883 -0.198
C 4.209 -0.436 -10.226 -0.254
C 3.359 -0.036 -9.028 -0.195
N 4.200 0.161 -7.805 -0.027
C 3.360 0.585 -6.698 -0.245
C 4.194 0.589 -5.486 -0.221
O 4.880 -0.650 -5.273 -0.186
C 3.998 -1.727 -4.967 -0.095
H 5.000 -2.433 -11.792 0.090
H 5.686 -3.285 -10.398 0.090
H 6.482 -1.798 -10.952 0.090
H 3.593 -0.340 -11.136 0.122
H 5.062 0.257 -10.392 0.131
H 2.583 -0.838 -8.870 0.130
H 2.952 0.941 -9.326 0.118
H 4.642 -0.737 -7.662 0.100
H 2.477 -0.065 -6.644 0.098
H 3.005 1.590 -6.881 0.107
H 3.528 0.770 -4.621 0.095
H 4.961 1.351 -5.498 0.130
H 4.557 -2.619 -4.701 0.080
H 3.307 -1.978 -5.756 0.069
H 3.379 -1.440 -4.068 0.096
C 8.037 2.037 5.645 -0.156
O 6.648 2.115 5.721 -0.193
C 6.071 2.426 4.423 -0.173
C 6.558 3.768 3.830 -0.200
N 5.591 4.300 2.832 -0.048
C 5.967 3.882 1.454 -0.196
C 5.017 4.589 0.475 -0.188
O 3.750 3.861 0.505 -0.215
C 2.769 4.353 -0.407 -0.104
H 8.341 1.139 4.996 0.106
H 8.547 1.909 6.583 0.080
H 8.487 2.953 5.240 0.069
H 4.995 2.457 4.490 0.092
H 6.374 1.616 3.728 0.125
H 7.556 3.753 3.322 0.100
H 6.727 4.511 4.609 0.111
H 4.644 4.011 3.057 0.059
H 5.901 2.812 1.309 0.106
H 7.026 4.226 1.245 0.129
H 5.405 4.612 -0.558 0.115
H 4.894 5.629 0.756 0.111
H 2.474 5.396 -0.293 0.092
H 1.905 3.712 -0.281 0.073
H 3.090 4.147 -1.439 0.061
C -6.208 -0.273 9.683 -0.112
O -6.709 0.295 8.483 -0.175
C -5.828 0.219 7.412 -0.267
C -6.394 0.942 6.221 -0.202
N -5.513 0.877 5.080 -0.055
C -5.324 -0.392 4.383 -0.207
C -4.534 -0.091 3.124 -0.185
O -3.377 0.660 3.612 -0.225
C -2.580 1.279 2.661 -0.109
H -6.804 0.058 10.596 0.102
H -5.166 0.069 9.825 0.086
H -6.230 -1.374 9.745 0.080
H -5.543 -0.832 7.126 0.115
H -4.875 0.695 7.629 0.122
H -6.493 1.990 6.458 0.120
H -7.382 0.586 5.954 0.119
H -4.603 1.299 5.217 0.109
H -6.345 -0.758 4.048 0.135
H -4.838 -1.296 4.882 0.114
H -5.094 0.488 2.377 0.098
H -4.192 -0.978 2.615 0.097
H -2.033 0.565 1.987 0.086
H -1.768 1.774 3.173 0.082
H -3.152 2.027 2.141 0.068
C 0.593 -3.108 -4.993 -0.152
O 0.636 -1.881 -5.591 -0.220
C -0.635 -1.636 -6.159 -0.202
C -0.551 -0.274 -6.874 -0.201
N -0.174 0.737 -5.907 -0.026
C 0.017 2.065 -6.534 -0.194
C 0.366 3.091 -5.499 -0.215
O 1.671 2.780 -5.009 -0.220
C 2.235 3.795 -4.190 -0.103
H 0.657 -3.873 -5.734 0.089
H -0.261 -3.232 -4.300 0.094
H 1.474 -3.274 -4.332 0.082
H -1.398 -1.796 -5.392 0.103
H -0.713 -2.464 -6.891 0.132
H -1.489 -0.073 -7.405 0.112
H 0.185 -0.447 -7.637 0.098
H 0.712 0.449 -5.499 0.067
H -0.906 2.379 -7.072 0.129
H 0.850 1.965 -7.273 0.116
H -0.448 3.048 -4.778 0.099
H 0.330 4.091 -5.958 0.130
H 2.332 4.723 -4.806 0.103
H 3.178 3.392 -3.752 0.082
H 1.591 4.092 -3.325 0.075
C -1.202 3.439 -1.760 -0.064
O -2.529 4.021 -1.683 -0.193
C -3.105 3.587 -0.486 -0.268
C -4.546 3.999 -0.380 -0.173
N -5.313 3.104 0.516 -0.040
C -6.652 3.447 0.791 -0.221
C -7.182 2.419 1.795 -0.285
O -8.466 2.654 2.143 -0.185
C -9.451 1.582 2.182 -0.053
H -0.746 3.818 -2.677 0.068
H -1.328 2.352 -1.722 0.082
H -0.647 3.938 -0.968 0.083
H -2.520 3.861 0.422 0.133
H -3.102 2.487 -0.496 0.108
H -4.901 4.034 -1.402 0.092
H -4.656 5.025 -0.016 0.125
H -5.290 2.151 0.119 0.090
H -7.391 3.409 -0.064 0.124
H -6.825 4.404 1.223 0.113
H -6.538 2.316 2.660 0.111
H -7.130 1.449 1.310 0.104
H -9.328 0.840 1.394 0.076
H -10.375 2.166 1.958 0.098
H -9.440 1.157 3.180 0.076
C 2.882 8.723 4.072 -0.111
O 2.164 7.562 4.441 -0.206
C 2.811 6.385 3.962 -0.220
C 1.958 5.156 4.344 -0.199
N 2.462 3.897 3.832 -0.065
C 1.736 2.801 4.455 -0.204
C 2.123 1.518 3.762 -0.220
O 1.728 1.672 2.403 -0.183
C 2.096 0.512 1.658 -0.080
H 2.679 9.506 4.777 0.075
H 2.418 9.084 3.146 0.088
H 3.958 8.474 3.999 0.094
H 3.825 6.357 4.341 0.109
H 2.881 6.496 2.868 0.118
H 0.868 5.361 4.162 0.132
H 1.965 5.093 5.457 0.125
H 2.401 3.780 2.822 0.100
H 0.680 2.909 4.359 0.104
H 2.042 2.803 5.524 0.136
H 1.596 0.655 4.231 0.102
H 3.193 1.333 3.831 0.108
H 3.168 0.401 1.780 0.082
H 1.836 0.669 0.578 0.098
H 1.616 -0.326 2.050 0.045
C 3.985 -1.377 -0.299 -0.064
O 3.634 -2.667 -0.833 -0.190
C 4.725 -3.545 -0.929 -0.245
C 4.243 -4.842 -1.522 -0.228
N 3.944 -4.759 -2.923 -0.051
C 3.358 -5.973 -3.473 -0.201
C 2.067 -6.456 -2.871 -0.228
O 1.210 -5.331 -2.779 -0.218
C 0.247 -5.388 -1.741 -0.096
H 4.756 -0.866 -0.903 0.085
H 4.262 -1.534 0.774 0.107
H 3.121 -0.778 -0.285 0.027
H 5.141 -3.811 0.069 0.130
H 5.551 -3.141 -1.513 0.122
H 3.366 -5.114 -0.923 0.114
H 5.063 -5.548 -1.380 0.128
H 3.283 -3.983 -3.055 0.089
H 4.159 -6.726 -3.481 0.126
H 3.089 -5.738 -4.504 0.116
H 2.236 -6.822 -1.865 0.106
H 1.608 -7.279 -3.399 0.121
H -0.220 -4.378 -1.805 0.077
H 0.723 -5.434 -0.710 0.109
H -0.422 -6.226 -1.883 0.080
C -9.199 -2.001 -2.328 -0.118
O -8.167 -2.705 -2.976 -0.184
C -8.106 -2.334 -4.330 -0.238
C -6.952 -3.101 -4.968 -0.212
N -5.713 -2.524 -4.477 -0.045
C -4.581 -3.393 -4.882 -0.170
C -4.079 -4.338 -3.738 -0.234
O -3.575 -3.576 -2.679 -0.222
C -3.422 -4.367 -1.480 -0.077
H -10.212 -2.169 -2.728 0.093
H -8.971 -0.941 -2.421 0.064
H -9.192 -2.229 -1.243 0.098
H -8.049 -1.257 -4.429 0.096
H -9.045 -2.592 -4.861 0.119
H -7.027 -3.002 -6.038 0.086
H -7.042 -4.194 -4.770 0.132
H -5.746 -2.561 -3.458 0.091
H -3.732 -2.787 -5.279 0.103
H -4.885 -4.072 -5.705 0.120
H -3.339 -5.042 -4.165 0.123
H -4.957 -4.944 -3.385 0.130
H -2.938 -3.801 -0.675 0.066
H -2.654 -5.178 -1.646 0.089
H -4.416 -4.686 -1.182 0.091
C 8.057 -4.443 9.021 -0.124
O 7.447 -3.476 8.202 -0.176
C 7.004 -2.389 8.986 -0.237
C 6.318 -1.398 8.085 -0.227
N 5.164 -2.008 7.495 -0.042
C 4.303 -1.035 6.741 -0.174
C 3.251 -1.673 5.904 -0.248
O 3.856 -2.403 4.885 -0.171
C 2.960 -3.062 4.053 -0.110
H 8.424 -5.161 8.305 0.086
H 7.346 -4.989 9.632 0.077
H 8.793 -4.093 9.767 0.093
H 7.920 -2.012 9.510 0.131
H 6.354 -2.686 9.801 0.098
H 6.985 -0.949 7.416 0.099
H 5.939 -0.607 8.755 0.132
H 5.472 -2.690 6.797 0.112
H 4.922 -0.466 6.086 0.103
H 3.907 -0.423 7.547 0.121
H 2.605 -0.908 5.446 0.102
H 2.512 -2.222 6.511 0.122
H 2.222 -2.385 3.553 0.090
H 2.483 -3.910 4.562 0.095
H 3.595 -3.517 3.287 0.087
C -4.642 -0.518 -0.596 -0.112
O -5.103 0.595 -1.306 -0.207
C -6.206 0.268 -2.139 -0.176
C -6.818 1.612 -2.654 -0.152
N -7.663 1.313 -3.842 -0.028
C -7.819 2.483 -4.722 -0.217
C -8.717 3.571 -4.170 -0.223
O -8.184 4.235 -3.050 -0.176
C -7.018 4.934 -3.397 -0.123
H -4.267 -1.379 -1.176 0.086
H -5.433 -0.906 0.053 0.088
H -3.870 -0.174 0.081 0.067
H -6.954 -0.264 -1.556 0.108
H -5.879 -0.338 -2.993 0.107
H -5.969 2.224 -2.997 0.087
H -7.380 2.170 -1.899 0.106
H -7.098 0.681 -4.384 0.057
H -8.233 2.120 -5.652 0.092
H -6.812 2.875 -4.978 0.113
H -9.659 3.066 -3.972 0.124
H -8.978 4.302 -4.949 0.121
H -6.094 4.395 -3.517 0.060
H -6.845 5.654 -2.588 0.097
H -7.211 5.518 -4.297 0.091
C -0.741 -1.421 4.064 -0.114
O -0.488 -1.364 2.695 -0.203
C -1.138 -2.367 1.963 -0.228
C -0.663 -2.264 0.537 -0.222
N -1.108 -1.045 -0.041 -0.018
C -1.244 -1.123 -1.503 -0.174
C 0.111 -0.955 -2.175 -0.182
O 0.532 0.363 -1.834 -0.200
C 1.629 0.783 -2.599 -0.095
H -0.035 -0.794 4.609 0.080
H -0.641 -2.424 4.457 0.080
H -1.758 -1.027 4.265 0.077
H -2.227 -2.194 1.991 0.116
H -1.051 -3.368 2.385 0.122
H -0.970 -3.102 -0.112 0.093
H 0.442 -2.426 0.594 0.128
H -0.630 -0.187 0.129 0.095
H -1.835 -0.256 -1.833 0.116
H -1.780 -1.983 -1.849 0.086
H 0.111 -1.082 -3.281 0.115
H 0.808 -1.657 -1.718 0.118
H 1.513 0.632 -3.671 0.065
H 2.512 0.236 -2.186 0.084
H 1.747 1.826 -2.417 0.064
C -8.788 -1.960 -7.816 -0.126
O -7.536 -1.541 -8.272 -0.188
C -7.545 -0.260 -8.803 -0.256
C -7.176 0.781 -7.822 -0.234
N -5.725 0.958 -7.692 -0.031
C -5.057 -0.124 -6.902 -0.174
C -3.910 0.516 -6.133 -0.231
O -4.405 1.148 -4.954 -0.209
C -3.433 2.071 -4.416 -0.077
H -9.398 -2.104 -8.753 0.107
H -9.242 -1.290 -7.105 0.080
H -8.774 -2.965 -7.313 0.092
H -8.571 0.023 -9.110 0.123
H -6.934 -0.212 -9.699 0.132
H -7.652 0.653 -6.853 0.090
H -7.630 1.708 -8.238 0.132
H -5.588 1.827 -7.186 0.089
H -4.623 -0.848 -7.609 0.119
H -5.691 -0.721 -6.198 0.105
H -3.437 1.292 -6.756 0.114
H -3.142 -0.206 -5.816 0.101
H -3.241 2.911 -5.140 0.101
H -2.442 1.591 -4.271 0.078
H -3.838 2.420 -3.455 0.070
C -2.722 -2.194 6.859 -0.139
O -2.139 -2.409 8.087 -0.216
C -2.485 -3.615 8.749 -0.232
C -1.642 -3.744 9.990 -0.220
N -0.226 -3.871 9.664 -0.042
C 0.565 -2.589 9.663 -0.191
C 1.989 -2.923 9.708 -0.273
O 2.292 -3.721 10.851 -0.169
C 3.698 -3.950 10.950 -0.102
H -3.811 -2.191 7.024 0.069
H -2.341 -2.968 6.137 0.098
H -2.398 -1.186 6.474 0.102
H -2.397 -4.455 8.033 0.123
H -3.597 -3.593 9.031 0.134
H -1.921 -4.617 10.594 0.121
H -1.812 -2.843 10.636 0.126
H 0.206 -4.479 10.342 0.090
H 0.358 -2.065 10.597 0.118
H 0.347 -1.967 8.771 0.125
H 2.637 -2.073 9.584 0.110
H 2.232 -3.439 8.777 0.118
H 4.315 -3.055 10.824 0.071
H 4.011 -4.601 10.124 0.090
H 4.050 -4.480 11.808 0.074
```

Energy above the lowest of the compared OMol25 structures with the same formula, charge and spin ... 67.54 kcal per mole
Gap between HOMO and LUMO ... 8.7 eV
2S+1 ... 1

2.
DFT (ωB97M-V/def2-TZVPD) results for C8H7CrN3O4 as an isolated structure in a non-equilibrium geometry.

```
23
Properties=species:S:1:pos:R:3:mulliken_spin:R:1
O -3.694 1.132 -4.544 0.001
C -2.803 1.314 -3.874 0.001
Cr 1.528 0.768 -1.430 4.132
C 2.033 2.803 -2.179 -0.070
C 1.761 -0.456 -2.809 -0.221
O 2.185 3.916 -2.463 0.032
O 1.855 -1.247 -3.680 0.154
C 0.163 1.287 3.072 0.000
N -0.117 0.286 2.028 0.003
C -0.435 -1.015 2.363 0.006
C -0.653 -1.922 1.357 0.005
C -0.319 -1.545 0.049 0.038
N 0.342 -0.407 -0.201 -0.012
C 0.300 0.592 0.756 -0.034
O 0.798 1.716 0.378 -0.042
N -0.663 -2.285 -1.024 0.006
H 0.455 2.210 2.554 0.000
H 0.980 0.899 3.723 0.000
H -0.785 1.395 3.645 0.000
H -0.572 -1.170 3.448 0.000
H -1.048 -2.917 1.579 0.000
H -1.165 -3.155 -0.849 -0.001
H -0.146 -2.198 -1.900 0.001
```

Energy above the lowest of the compared OMol25 structures with the same formula, charge and spin ... 4.28 kcal per mole
Total charge ... +2
⟨S²⟩ ... 6.020
Gap between HOMO and LUMO (alpha / beta) ... 8.2 / 7.2 eV
2S+1 ... 5

3.
DFT (ωB97M-V/def2-TZVPD) results for an isolated ion of composition C4H8NO and charge +1 in a non-equilibrium geometry.

```
14
Properties=species:S:1:pos:R:3:lowdin_charge:R:1
C -1.951 -0.499 0.351 -0.034
C -0.891 0.400 -0.334 -0.138
C 0.448 0.209 0.114 -0.273
C 0.739 -1.214 0.448 0.016
N 1.193 1.202 0.412 0.281
O -3.192 -0.271 0.003 0.052
H -0.980 0.009 -1.415 0.198
H -1.363 1.324 -0.356 0.101
H 1.747 -1.369 0.397 0.068
H 0.215 -1.955 -0.140 0.109
H 0.370 -1.495 1.428 0.124
H 1.075 2.158 0.315 0.128
H 2.165 1.089 0.841 0.205
H -3.351 0.566 -0.568 0.163
```

Energy above the lowest of the compared OMol25 structures with the same formula, charge and spin ... 70.77 kcal per mole
Total charge ... +1
Gap between HOMO and LUMO ... 8.1 eV
2S+1 ... 1

4.
DFT (ωB97M-V/def2-TZVPD) results for a 5-piece molecular cluster, C26H47BCl13N6O10S overall in a non-equilibrium geometry.

```
104
Properties=species:S:1:pos:R:3:lowdin_charge:R:1
C -1.957 5.097 -0.905 -0.075
C -0.682 4.241 -0.972 -0.251
N -0.550 3.402 0.212 -0.085
N -0.088 2.119 0.075 -0.159
C -0.987 1.121 -0.479 -0.241
C -2.457 1.559 -0.237 -0.148
O -3.357 0.512 -0.520 -0.159
C -4.211 0.102 0.537 -0.188
C -5.452 0.978 0.664 -0.196
O -6.186 1.038 -0.534 -0.140
C -7.394 0.280 -0.568 -0.252
C -7.185 -1.186 -0.960 -0.075
C -0.830 -0.293 0.115 -0.522
Cl -1.263 -1.551 -1.055 0.809
N 0.544 -0.658 0.653 -0.012
C 0.467 -1.284 2.019 0.018
C 1.231 -2.604 2.072 -0.454
O 2.052 -2.870 2.878 0.198
O 0.884 -3.401 1.023 0.049
C 2.027 -3.934 0.329 -0.437
C 2.334 -5.358 0.596 0.054
O 2.570 -3.174 -0.377 0.191
C 1.667 0.415 0.389 -0.230
C 2.892 -0.116 1.189 -0.005
C 4.284 0.394 0.841 -0.481
O 4.966 -0.119 0.001 0.128
O 4.716 1.339 1.688 0.054
C 5.861 2.095 1.280 -0.457
C 7.193 1.502 1.602 0.037
O 5.646 3.121 0.772 0.186
C 1.976 0.160 -1.130 -0.040
C 2.499 1.173 -2.178 -0.639
N 2.436 0.357 -3.422 0.070
N 1.604 2.291 -2.413 0.099
N 3.829 1.646 -1.841 0.091
C 1.101 1.777 0.853 -0.481
S 2.278 3.151 0.578 0.994
B 0.753 1.916 2.436 -0.692
O -0.568 2.068 2.846 0.170
O 1.737 1.954 3.371 0.003
C 1.436 1.774 4.760 -0.024
H -1.781 6.106 -1.285 0.075
H -2.354 5.151 0.117 0.076
H -2.757 4.662 -1.520 0.069
H -0.706 3.601 -1.863 0.101
H 0.198 4.895 -1.082 0.097
H -1.225 3.559 0.948 0.110
H -0.850 1.035 -1.571 0.136
H -2.575 1.927 0.797 0.130
H -2.671 2.409 -0.898 0.128
H -4.502 -0.935 0.330 0.128
H -3.674 0.112 1.505 0.119
H -5.147 2.004 0.927 0.130
H -6.066 0.600 1.498 0.132
H -7.897 0.356 0.409 0.117
H -8.029 0.781 -1.306 0.100
H -7.203 -1.846 -0.085 0.075
H -6.237 -1.294 -1.497 0.081
H -7.993 -1.515 -1.621 0.014
H -1.569 -0.412 0.914 0.095
H 0.841 -1.435 0.040 0.102
H 0.829 -0.646 2.825 0.134
H -0.589 -1.506 2.227 0.155
H 3.420 -5.489 0.531 0.113
H 1.963 -5.669 1.577 0.105
H 1.861 -5.985 -0.174 0.106
H 2.982 -1.176 0.917 0.117
H 2.762 -0.024 2.268 0.122
H 7.935 2.306 1.589 0.103
H 7.238 0.931 2.537 0.043
H 7.431 0.801 0.787 0.107
H 2.710 -0.660 -1.138 0.116
H 1.084 -0.259 -1.614 0.100
H 3.034 -0.462 -3.309 0.024
H 2.911 0.909 -4.138 0.046
H 1.299 2.302 -3.379 0.089
H 2.007 3.182 -2.153 0.052
H 4.056 2.485 -2.363 0.091
H 4.540 0.944 -2.020 0.084
H 2.916 3.051 1.739 -0.094
H -1.142 1.327 2.607 0.100
H 2.379 1.587 5.278 0.097
H 0.974 2.674 5.179 0.107
H 0.773 0.917 4.921 0.094
C -1.670 -6.227 -0.111 -1.582
Cl -3.306 -6.060 0.520 0.541
Cl -1.034 -7.844 0.183 0.540
Cl -1.603 -5.818 -1.823 0.529
H -1.047 -5.523 0.423 -0.019
C 5.414 -0.977 4.608 -1.567
Cl 4.712 -1.813 5.991 0.546
Cl 6.844 -0.069 5.072 0.570
Cl 5.820 -2.123 3.329 0.547
H 4.683 -0.275 4.221 -0.007
C -10.899 -1.013 -3.645 -1.545
Cl -9.216 -1.378 -4.033 0.544
Cl -11.801 -2.487 -3.315 0.536
Cl -11.000 0.107 -2.285 0.531
H -11.341 -0.531 -4.507 0.012
C 3.749 -2.121 -6.127 -1.537
Cl 2.108 -2.129 -6.753 0.543
Cl 4.395 -0.478 -6.059 0.543
Cl 3.826 -2.883 -4.532 0.528
H 4.375 -2.694 -6.798 0.013
```

Total charge ... +1
Gap between HOMO and LUMO ... 8.1 eV
2S+1 ... 1

Number 1: electronic energy -6199.0248 a.u.. Number 2: electronic energy -1818.1572 a.u.. Number 3: electronic energy -286.8297 a.u.. Number 4: electronic energy -8505.1396 a.u..